The following is a quantum chemistry calculation of an isolated molecule of C2H2P2S, from the OMol25 dataset.

net charge: 0
frontier orbital gap: 7.39 eV
E_LUMO: -1.0 eV
HOMO energy: -8.41 eV
energy relative to the best compared isomer or geometry (same formula, charge and spin): 60.6 kcal per mole

Structure (XYZ):
```
7
C2H2P2S | the OMol25 dataset | wB97M-V/def2-TZVPD
C -0.984 0.530 -0.980
C 1.019 -0.376 0.750
P -1.942 0.641 0.487
P -0.029 1.163 0.370
S 1.016 -1.726 -0.206
H -0.875 0.182 -1.927
H 1.794 -0.414 1.506
```

=====

The following is a quantum chemistry calculation of an isolated molecule of C2H2P2S, from the OMol25 dataset.

net charge: 0
frontier orbital gap: 6.35 eV
E_LUMO: -2.0 eV
HOMO energy: -8.32 eV
energy relative to the best compared isomer or geometry (same formula, charge and spin): 110.3 kcal per mole

Structure (XYZ):
```
7
C2H2P2S | the OMol25 dataset | wB97M-V/def2-TZVPD
C -0.220 0.618 -0.276
C 0.521 -1.555 0.757
P 1.185 1.341 0.427
P -0.692 -1.006 -0.245
S 1.664 -0.474 1.406
H -0.616 1.488 -0.901
H -1.842 -0.413 -1.168
```

=====

The following is a quantum chemistry calculation of an isolated molecule of C2H2S, from the OMol25 dataset.

net charge: 0
frontier orbital gap: 9.21 eV
E_LUMO: -0.5 eV
HOMO energy: -9.74 eV
energy relative to the best compared isomer or geometry (same formula, charge and spin): 103.1 kcal per mole

Structure (XYZ):
```
5
C2H2S | the OMol25 dataset | wB97M-V/def2-TZVPD
C -0.613 -0.545 -0.813
C 0.112 0.110 0.509
S -1.015 1.163 -0.568
H 1.317 0.123 0.000
H 0.200 -0.851 0.872
```

=====

The following is a quantum chemistry calculation of an isolated molecule of C2H2S, from the OMol25 dataset.

net charge: 0
frontier orbital gap: 8.77 eV
E_LUMO: -1.2 eV
HOMO energy: -9.98 eV
energy relative to the best compared isomer or geometry (same formula, charge and spin): 64.4 kcal per mole

Structure (XYZ):
```
5
C2H2S | the OMol25 dataset | wB97M-V/def2-TZVPD
C 0.185 0.076 -0.113
C 1.327 0.479 -0.201
S -2.060 -0.137 -0.204
H -1.873 -1.201 0.632
H 2.421 0.783 -0.113
```

=====

The following is a quantum chemistry calculation of an isolated molecule of C2H2S2, from the OMol25 dataset.

net charge: 0
frontier orbital gap (spin up / spin down): 5.12 / 5.65 eV
E_LUMO (spin up / spin down): -2.2 / -2.0 eV
HOMO energy (spin up / spin down): -7.33 / -7.63 eV
energy relative to the best compared isomer or geometry (same formula, charge and spin): 64.0 kcal per mole

Structure (XYZ):
```
6
C2H2S2 | the OMol25 dataset | wB97M-V/def2-TZVPD
C 1.499 -1.031 -0.321
C 0.368 -0.080 -0.438
S 2.736 -1.645 0.380
S -0.244 0.793 -1.968
H -0.450 -0.643 0.114
H 0.870 0.789 0.070
```

=====

The following is a quantum chemistry calculation of a 2-piece molecular cluster, C2H2S4 overall, from the OMol25 dataset.

net charge: 0
frontier orbital gap (spin up / spin down): 5.75 / 8.01 eV
E_LUMO (spin up / spin down): -2.6 / -1.1 eV
HOMO energy (spin up / spin down): -8.36 / -9.08 eV
energy relative to the best compared isomer or geometry (same formula, charge and spin): 70.5 kcal per mole

Structure (XYZ):
```
8
C2H2S4 | the OMol25 dataset | wB97M-V/def2-TZVPD
C -1.745 1.627 0.078
C 1.431 -0.765 0.441
S -0.279 2.071 -0.276
S 2.959 -0.571 1.025
S -1.144 -1.548 -0.827
S 0.688 -0.856 -1.204
H -2.375 0.826 -0.256
H 0.465 -0.783 1.018
```

=====

The following is a quantum chemistry calculation of an isolated molecule of C2H2S4, from the OMol25 dataset.

net charge: 0
frontier orbital gap: 7.02 eV
E_LUMO: -1.9 eV
HOMO energy: -8.88 eV
energy relative to the best compared isomer or geometry (same formula, charge and spin): 12.6 kcal per mole

Structure (XYZ):
```
8
C2H2S4 | the OMol25 dataset | wB97M-V/def2-TZVPD
C 0.945 0.612 -0.280
C -0.469 0.087 0.204
H 0.307 -0.992 -1.792
H -1.669 -0.660 1.938
S 1.321 -0.107 -1.855
S 1.838 1.522 0.578
S -0.749 0.308 1.958
S -1.524 -0.769 -0.750
```

=====

The following is a quantum chemistry calculation of C2H32NO14 as an isolated structure, from the OMol25 dataset.

net charge: -1
frontier orbital gap: 9.13 eV
E_LUMO: 2.7 eV
HOMO energy: -6.45 eV
energy relative to the best compared isomer or geometry (same formula, charge and spin): 80.2 kcal per mole

Structure (XYZ):
```
49
C2H32NO14 | the OMol25 dataset | wB97M-V/def2-TZVPD
C 0.749 -0.782 -0.846
O 0.144 -0.259 0.391
C 2.261 -0.661 -0.613
N 2.934 -1.931 -0.800
H 0.449 -1.808 -0.946
H 0.330 -0.222 -1.664
H 2.606 -0.093 -1.490
H 2.419 -0.029 0.257
H 3.830 -1.962 -1.246
H 2.782 -2.602 -0.066
H -0.128 3.210 -1.679
H 0.563 2.757 -0.262
O 0.020 2.376 -1.219
H -0.694 -4.309 -0.554
H 0.056 -4.288 0.736
O 0.175 -4.526 -0.191
H 0.736 4.162 0.742
H -0.373 0.545 0.249
O 0.786 3.215 0.910
H 0.497 0.599 -3.181
H 1.220 1.979 -2.908
O 0.860 1.391 -3.573
H -1.730 -1.754 -1.047
H -1.517 -1.822 0.427
O -2.010 -2.268 -0.275
H -0.176 -1.526 1.600
H -1.502 -1.985 2.184
O -0.586 -2.270 2.085
H -2.845 1.669 2.175
H -2.130 0.706 2.943
O -2.721 0.700 2.182
H -0.675 2.770 3.155
H -0.747 3.020 1.701
O -1.352 2.889 2.477
H 0.057 -3.383 -2.801
H 0.457 -2.165 -3.740
O 0.117 -2.429 -2.882
H 0.637 0.543 3.226
H 1.991 0.143 3.751
O 1.134 0.463 4.050
H 2.760 1.527 1.598
H 2.327 2.997 1.567
O 2.973 2.374 1.997
H -3.918 -0.999 -0.265
H -3.544 0.463 0.059
O -3.994 -0.094 -0.584
H -1.017 1.659 -2.673
H -2.433 0.934 -2.137
O -1.777 1.077 -2.817
```

=====

The following is a quantum chemistry calculation of a 14-piece molecular cluster, C2H33NO13 overall, from the OMol25 dataset.

net charge: 0
frontier orbital gap: 9.20 eV
E_LUMO: 0.0 eV
HOMO energy: -9.18 eV
energy relative to the best compared isomer or geometry (same formula, charge and spin): 76.4 kcal per mole

Structure (XYZ):
```
49
C2H33NO13 | the OMol25 dataset | wB97M-V/def2-TZVPD
C -1.126 -1.087 -2.159
N 0.137 -1.124 -2.873
C -0.059 -1.772 -4.158
H -0.958 -0.926 -1.091
H -1.900 -0.437 -2.576
H -1.499 -2.112 -2.098
H 0.673 -0.269 -2.850
H -0.427 -2.784 -3.992
H 0.920 -2.005 -4.585
H -0.711 -1.192 -4.815
H -2.291 1.551 3.435
H -2.306 0.394 4.377
O -1.769 0.773 3.668
H -4.059 2.931 0.116
H -2.909 2.785 1.077
O -3.839 2.555 0.975
H -3.224 -1.898 1.830
H -4.644 -2.423 1.568
O -4.165 -1.643 1.863
H -1.704 -0.621 2.450
H -1.123 -0.609 1.027
O -1.501 -1.194 1.689
H 1.698 -2.578 1.413
H 0.625 -1.567 1.293
O 1.456 -1.708 1.754
H 3.399 0.401 -1.482
H 2.643 1.718 -1.940
O 2.849 0.810 -2.173
H 2.683 3.115 0.766
H 2.171 3.958 1.943
O 2.084 3.101 1.523
H 1.723 2.995 -1.880
H 2.322 4.383 -2.076
O 2.190 3.694 -1.418
H 0.806 -3.804 -0.865
H 1.366 -2.394 -1.384
O 1.379 -3.058 -0.680
H -1.100 1.671 -2.063
H -0.841 2.012 -0.545
O -0.745 2.334 -1.467
H 0.828 1.416 0.685
H 0.110 2.278 1.603
O -0.071 1.536 1.011
H 2.667 0.099 0.287
H 3.377 -1.060 0.940
O 3.417 -0.488 0.169
H -0.159 -2.200 3.705
H 1.172 -2.876 3.711
O 0.434 -2.681 4.293
```

=====

The following is a quantum chemistry calculation of C2H35O16V as an isolated structure, from the OMol25 dataset.

multiplicity: 4
net charge: +1
frontier orbital gap (spin up / spin down): 8.01 / 8.23 eV
⟨S²⟩: 3.75
E_LUMO (spin up / spin down): -4.1 / -4.2 eV
HOMO energy (spin up / spin down): -12.15 / -12.43 eV
energy relative to the best compared isomer or geometry (same formula, charge and spin): 0.0 kcal per mole

Structure (XYZ):
```
54
C2H35O16V | the OMol25 dataset | wB97M-V/def2-TZVPD
V -2.754 -0.702 1.647
C 0.114 -0.681 -1.609
C -0.775 0.036 -0.679
O -1.039 -0.727 0.489
H 0.482 -0.065 -2.535
H -0.217 -1.717 -1.845
H 0.997 -0.838 -0.996
H -1.616 0.352 -1.305
H -0.322 0.915 -0.310
O 0.390 3.619 1.431
H 0.703 4.480 1.115
H 1.028 2.947 1.233
O -1.825 -2.036 3.018
H -2.321 -2.823 3.052
H -1.716 -1.786 3.935
O -0.357 -3.184 0.494
H 0.107 -3.201 1.330
H -0.453 -2.266 0.246
O 2.136 1.586 0.553
H 2.046 1.683 -0.382
H 1.366 1.056 0.894
O 3.362 -1.730 0.884
H 2.529 -1.343 1.135
H 3.721 -1.075 0.320
O -3.376 2.634 -0.589
H -3.220 3.236 0.100
H -2.543 2.626 -1.048
O -1.880 1.208 2.417
H -2.597 1.777 2.739
H -1.171 1.403 3.027
O -3.115 -2.614 0.534
H -2.290 -3.125 0.576
H -3.810 -3.272 0.673
O 2.266 -3.595 -0.847
H 1.343 -3.485 -0.637
H 2.727 -2.920 -0.365
O -4.355 0.459 0.503
H -3.940 1.159 -0.034
H -5.066 0.986 0.813
O 1.439 2.477 -2.010
H 2.127 3.098 -1.708
H 1.824 1.700 -2.426
O 3.145 -2.227 -3.303
H 2.593 -2.730 -2.745
H 3.014 -1.272 -3.129
O 3.196 0.529 -2.821
H 3.721 0.395 -1.990
H 3.980 0.303 -3.341
O 0.976 -0.109 2.188
H 0.816 -0.444 3.036
H 0.258 -0.518 1.697
O -0.871 3.445 -1.275
H -0.550 3.487 -0.400
H -0.226 2.889 -1.752
```

=====

The following is a quantum chemistry calculation of a 18-piece molecular cluster, C2H36F6N2O20S2 overall, from the OMol25 dataset.

net charge: 0
frontier orbital gap: 9.43 eV
E_LUMO: -0.9 eV
HOMO energy: -10.36 eV
energy relative to the best compared isomer or geometry (same formula, charge and spin): 0.0 kcal per mole

Structure (XYZ):
```
68
C2H36F6N2O20S2 | the OMol25 dataset | wB97M-V/def2-TZVPD
N -12.893 14.692 10.751
H -12.220 13.928 10.726
H -13.106 14.896 9.745
H -12.530 15.522 11.256
H -13.726 14.390 11.257
C -14.354 17.906 9.686
F -13.273 17.217 10.091
F -15.320 16.985 9.579
F -14.704 18.783 10.607
S -14.010 18.691 8.020
O -15.054 19.654 7.832
O -12.687 19.246 8.057
N -13.957 17.324 7.068
S -14.970 17.679 5.919
O -16.323 17.556 6.430
O -14.618 18.802 5.110
C -14.783 16.164 4.858
F -13.531 16.161 4.362
F -14.953 15.037 5.543
F -15.581 16.216 3.810
O -17.562 17.404 1.241
H -17.863 17.691 2.122
H -18.141 16.670 1.012
O -14.995 15.848 0.242
H -15.724 16.321 0.666
H -14.258 16.464 0.289
O -11.194 16.603 11.862
H -10.781 16.570 12.732
H -10.947 17.467 11.499
O -14.021 17.755 13.960
H -13.952 18.401 13.251
H -13.108 17.557 14.186
O -13.413 13.155 3.580
H -13.610 13.568 4.423
H -12.710 13.702 3.208
O -10.058 19.226 9.089
H -10.792 19.237 8.453
H -9.507 19.975 8.847
O -11.156 14.872 3.025
H -10.363 15.406 3.127
H -11.663 15.317 2.333
O -18.220 15.777 7.812
H -18.390 15.743 6.866
H -17.427 16.321 7.883
O -14.745 12.435 7.579
H -15.681 12.415 7.808
H -14.412 13.263 7.951
O -12.663 19.081 2.676
H -13.170 19.720 3.193
H -11.963 18.791 3.264
O -18.251 18.005 3.963
H -18.065 17.152 4.368
H -17.923 18.655 4.608
O -17.397 20.085 5.676
H -17.137 20.296 6.579
H -17.052 20.810 5.143
O -11.083 17.026 6.699
H -10.988 16.094 6.488
H -12.044 17.204 6.669
O -13.247 14.855 8.060
H -13.674 15.672 7.701
H -12.517 14.667 7.461
O -12.163 19.703 11.974
H -11.908 20.631 11.993
H -13.039 19.702 11.576
O -12.213 20.715 5.240
H -11.663 21.114 5.922
H -11.769 19.890 5.026
```

=====

The following is a quantum chemistry calculation of a 16-piece molecular cluster, C2H36O15S2 overall, from the OMol25 dataset.

multiplicity: 2
net charge: +1
frontier orbital gap (spin up / spin down): 9.45 / 5.24 eV
⟨S²⟩: 0.75
E_LUMO (spin up / spin down): -3.8 / -8.0 eV
HOMO energy (spin up / spin down): -13.22 / -13.22 eV

Structure (XYZ):
```
55
C2H36O15S2 | the OMol25 dataset | wB97M-V/def2-TZVPD
C -0.451 -0.294 0.012
C 1.020 0.013 0.209
S 1.789 0.058 -1.413
S 3.675 0.688 -1.312
H -0.972 -0.180 0.966
H -0.465 -1.374 -0.163
H -1.039 0.251 -0.722
H 1.554 -0.560 0.970
H 1.138 1.016 0.660
H 3.434 1.991 -0.977
H -1.113 2.099 1.318
H -1.803 3.158 0.633
O -2.041 2.343 1.091
H 2.374 0.740 2.553
H 3.161 1.440 3.596
O 3.076 1.397 2.636
H 1.148 4.221 -1.885
H 2.112 3.629 -0.759
O 2.009 3.826 -1.690
H 1.986 -2.873 0.840
H 3.542 -2.662 0.988
O 2.806 -3.255 1.155
H -2.683 -1.133 -2.153
H -3.606 -2.304 -1.982
O -2.664 -2.101 -1.931
H 1.052 -3.449 -2.476
H 0.747 -4.582 -1.512
O 0.968 -4.405 -2.430
H -4.813 1.347 -0.136
H -3.238 1.346 0.016
O -3.982 1.383 -0.606
H -0.445 2.933 3.402
H 0.062 1.509 3.190
O 0.031 2.387 2.779
H -2.708 0.416 -3.606
H -3.236 0.796 -2.148
O -2.482 0.472 -2.680
H -0.983 3.547 -1.385
H -0.285 3.962 -0.121
O -0.554 4.313 -0.979
H -0.417 -2.950 -4.383
H -1.471 -2.324 -3.559
O -1.321 -2.626 -4.465
H -0.319 -3.403 1.437
H 1.068 -3.306 2.218
O 0.169 -2.960 2.161
H 1.123 -0.915 4.092
H 0.504 -1.218 2.733
O 0.766 -0.484 3.307
H -1.170 -4.747 -0.267
H -1.759 -3.386 -0.547
O -1.008 -3.816 -0.104
H 2.261 2.692 1.415
H 1.695 4.091 1.225
O 1.761 3.241 0.786
```

=====

The following is a quantum chemistry calculation of C2H3AgFO2 as an isolated structure, from the OMol25 dataset.

multiplicity: 2
net charge: 0
frontier orbital gap (spin up / spin down): 7.65 / 8.41 eV
⟨S²⟩: 0.77
E_LUMO (spin up / spin down): -0.8 / -1.1 eV
HOMO energy (spin up / spin down): -8.45 / -9.49 eV
energy relative to the best compared isomer or geometry (same formula, charge and spin): 10.8 kcal per mole

Structure (XYZ):
```
9
C2H3AgFO2 | the OMol25 dataset | wB97M-V/def2-TZVPD
C 0.249 -0.243 0.692
C 0.447 1.157 0.533
O -1.026 -0.487 0.480
F 0.021 -2.612 -1.474
H 0.800 -0.726 1.515
H 1.061 1.663 1.287
Ag -1.994 -2.124 -1.062
O 0.157 1.887 -0.508
H 0.286 1.483 -1.463
```

=====

The following is a quantum chemistry calculation of C2H3AuO as an isolated structure, from the OMol25 dataset.

multiplicity: 3
net charge: +2
frontier orbital gap (spin up / spin down): 8.72 / 7.11 eV
⟨S²⟩: 2.02
E_LUMO (spin up / spin down): -11.8 / -15.1 eV
HOMO energy (spin up / spin down): -20.54 / -22.25 eV
energy relative to the best compared isomer or geometry (same formula, charge and spin): 5.9 kcal per mole

Structure (XYZ):
```
7
C2H3AuO | the OMol25 dataset | wB97M-V/def2-TZVPD
O 2.201 1.186 0.615
C 2.510 0.474 -0.271
C 2.849 -0.420 -1.146
H 3.905 -0.662 -1.273
H 1.058 1.198 3.455
H 2.067 -0.970 -1.672
Au 1.707 2.106 2.099
```

=====

The following is a quantum chemistry calculation of a 2-piece molecular cluster, C2H3BCl2O2 overall, from the OMol25 dataset.

net charge: 0
frontier orbital gap (spin up / spin down): 8.56 / 8.67 eV
E_LUMO (spin up / spin down): -1.2 / -0.7 eV
HOMO energy (spin up / spin down): -9.73 / -9.35 eV
energy relative to the best compared isomer or geometry (same formula, charge and spin): 100.8 kcal per mole

Structure (XYZ):
```
10
C2H3BCl2O2 | the OMol25 dataset | wB97M-V/def2-TZVPD
B 0.337 -0.056 0.787
C 0.007 0.018 -0.730
C -0.408 -0.385 -1.859
O 1.503 0.087 1.318
O -0.873 -0.104 1.473
Cl -1.077 0.486 -3.187
Cl -0.622 -2.163 -2.033
H 0.556 2.303 -0.513
H 1.596 -0.036 2.300
H -1.019 -0.150 2.444
```

=====

The following is a quantum chemistry calculation of a 2-piece molecular cluster, C2H3BO3 overall, from the OMol25 dataset.

net charge: 0
frontier orbital gap (spin up / spin down): 8.80 / 8.80 eV
E_LUMO (spin up / spin down): -2.1 / -2.1 eV
HOMO energy (spin up / spin down): -10.86 / -10.86 eV
energy relative to the best compared isomer or geometry (same formula, charge and spin): 140.3 kcal per mole

Structure (XYZ):
```
9
C2H3BO3 | the OMol25 dataset | wB97M-V/def2-TZVPD
B 1.004 0.347 0.157
C -2.622 -0.029 0.091
C -1.539 0.481 0.069
O 0.400 -0.866 0.091
O 2.373 0.465 0.122
O 0.270 1.431 0.081
H -3.643 -0.018 -0.054
H 0.959 -1.496 -0.349
H 2.798 -0.315 -0.209
```